{"formula": "C20H34N2O4", "method": "ωB97M-V/def2-TZVPD", "symbols": ["O", "O", "O", "O", "N", "N", "C", "C", "C", "C", "C", "C", "C", "C", "C", "C", "C", "C", "C", "C", "C", "C", "C", "C", "C", "C", "H", "H", "H", "H", "H", "H", "H", "H", "H", "H", "H", "H", "H", "H", "H", "H", "H", "H", "H", "H", "H", "H", "H", "H", "H", "H", "H", "H", "H", "H", "H", "H", "H", "H"], "coordinates": [[-3.849, 1.613, -4.252], [0.807, -0.520, 4.982], [2.904, -1.076, 4.813], [1.770, -0.695, 2.966], [2.908, 1.032, 6.942], [-2.832, -4.576, -1.384], [-3.522, -3.975, -2.401], [2.044, 2.874, 7.821], [-2.057, -0.048, -4.058], [0.393, -0.181, -3.264], [3.726, 1.394, 7.975], [-3.225, 2.468, -5.210], [1.645, 1.856, -2.345], [3.216, 2.532, 8.544], [-1.036, -0.672, -3.092], [2.581, 0.402, 2.419], [0.577, 1.349, -3.309], [2.049, 1.013, 0.002], [-3.827, -4.936, -3.327], [-2.698, -5.912, -1.646], [1.903, -0.796, 4.274], [1.882, 1.931, 6.839], [-2.916, 1.021, -3.383], [1.167, 1.927, -0.881], [1.735, 1.235, 1.478], [-3.304, -6.167, -2.847], [-1.026, -1.736, -3.310], [1.286, 2.923, -0.473], [0.978, -0.540, -2.419], [-4.367, -4.776, -4.246], [1.394, 3.715, 8.000], [3.444, -0.024, 1.927], [1.829, 2.296, 1.689], [-2.185, -6.563, -0.959], [-2.184, 2.648, -4.965], [-3.469, 0.498, -2.609], [-3.223, 1.955, -6.168], [-2.478, -4.108, -0.570], [1.127, 1.824, 6.080], [1.995, 2.840, -2.647], [0.863, -0.610, -4.141], [-3.366, -7.129, -3.328], [3.637, 3.060, 9.384], [2.498, 1.185, -2.398], [3.048, 0.225, 6.349], [4.598, 0.811, 8.218], [-1.426, -0.565, -2.080], [3.090, 1.205, -0.227], [0.890, 1.612, -4.316], [0.155, 1.555, -0.759], [-2.763, -0.831, -4.318], [-0.335, 1.909, -3.127], [-1.625, 0.289, -4.997], [-3.787, 3.391, -5.253], [-2.315, 1.777, -2.870], [0.052, -1.017, 4.634], [-3.735, -2.920, -2.378], [1.787, -0.012, -0.257], [2.886, 1.016, 3.256], [0.685, 1.003, 1.622]], "forces_ev_per_a": [[0.2, 0.3, 0.1], [-1.2, -0.5, 0.4], [2.6, -0.3, 1.3], [-0.5, 0.5, -1.2], [0.1, 0.0, 0.0], [0.0, 0.0, 0.0], [0.0, 0.1, 0.0], [0.0, 0.0, 0.0], [-0.4, -0.2, 0.4], [-0.1, 0.7, 0.9], [0.0, 0.0, 0.0], [-0.2, -0.8, 0.1], [-0.5, 0.1, 0.2], [0.1, 0.0, 0.0], [-0.1, -0.2, -1.0], [-0.5, 0.1, 0.2], [0.5, 0.1, -0.3], [-1.0, 0.4, 0.0], [0.0, 0.0, 0.0], [0.0, 0.0, 0.0], [-0.9, -0.1, -0.4], [0.1, 0.0, 0.0], [0.2, -0.4, -0.1], [1.3, -1.0, 0.2], [0.1, -0.2, -0.7], [0.0, 0.0, 0.0], [0.0, -0.3, 0.2], [-0.4, 0.4, -0.1], [0.1, -0.2, 0.1], [0.0, 0.0, 0.0], [0.0, 0.0, 0.0], [0.2, -0.1, 0.0], [0.2, 0.2, 0.2], [0.0, 0.0, 0.0], [0.2, 0.3, 0.2], [-0.3, 0.1, 0.2], [-0.1, 0.2, -0.3], [0.0, 0.0, 0.0], [0.0, 0.0, 0.0], [0.0, 0.1, -0.1], [-0.1, -0.2, -0.3], [0.0, 0.0, 0.0], [0.0, 0.0, 0.0], [0.3, -0.1, -0.1], [-0.1, 0.1, 0.1], [0.0, 0.0, 0.0], [0.2, 0.1, 0.3], [0.3, -0.1, 0.1], [0.0, 0.2, -0.2], [-0.4, 0.3, -0.1], [-0.1, -0.1, -0.3], [-0.2, -0.1, 0.0], [0.3, 0.2, 0.0], [0.0, 0.2, -0.1], [0.1, 0.2, -0.1], [0.0, 0.5, -0.2], [0.0, 0.0, 0.0], [0.4, -0.3, -0.1], [0.3, 0.0, 0.2], [-0.2, -0.1, 0.3]], "smiles": "COCCCCCCCCCCOC(=O)O.c1cc[nH]c1.c1cc[nH]c1", "e_tot_ha": -1192.8889, "molar_mass_g_mol": 366.50, "relative_energy_kj_mol": 358.4, "charge": 0, "e_lumo_ev": 0.095, "gap_ev": 8.04}


{"formula": "C20H34NO4PS2", "method": "ωB97M-V/def2-TZVPD", "symbols": ["S", "S", "P", "O", "O", "O", "O", "N", "C", "C", "C", "C", "C", "C", "C", "C", "C", "C", "C", "C", "C", "C", "C", "C", "C", "C", "C", "C", "H", "H", "H", "H", "H", "H", "H", "H", "H", "H", "H", "H", "H", "H", "H", "H", "H", "H", "H", "H", "H", "H", "H", "H", "H", "H", "H", "H", "H", "H", "H", "H", "H", "H"], "coordinates": [[-2.943, -3.995, -1.722], [-2.222, -3.206, 1.017], [0.818, 3.665, 0.284], [1.543, 2.353, -0.202], [-0.624, 3.586, -0.412], [1.653, 4.806, -0.428], [0.731, 3.816, 1.734], [-0.415, -3.325, -0.959], [-3.568, -6.618, -0.911], [0.591, -5.450, 0.038], [-2.833, -5.782, -1.969], [0.345, -2.307, -0.225], [0.363, -7.766, 1.039], [1.060, 6.104, -0.505], [1.267, 8.420, 0.364], [0.383, -4.540, -1.186], [2.930, 9.057, 1.975], [-0.338, -0.930, -0.248], [-1.702, -3.531, -0.485], [0.283, -6.916, -0.227], [-4.964, -6.095, -0.584], [1.758, 7.107, 0.375], [1.266, 10.793, 1.171], [3.428, 7.754, 1.983], [2.831, 6.771, 1.190], [1.839, 9.401, 1.175], [0.565, 0.199, -0.789], [0.955, 1.140, 0.336], [-3.628, -7.629, -1.303], [0.627, -8.790, 0.785], [1.650, -5.417, 0.293], [0.551, -2.611, 0.802], [-5.427, -5.635, -1.450], [3.192, 5.757, 1.209], [1.298, -2.219, -0.739], [0.012, 6.096, -0.203], [1.977, 11.513, 1.555], [-3.303, -5.954, -2.935], [0.432, 8.662, -0.280], [0.005, 0.782, -1.516], [1.357, -4.190, -1.511], [-0.731, 4.231, -1.119], [1.445, -0.209, -1.276], [1.730, 0.678, 0.940], [0.062, -5.105, 0.923], [1.079, 6.453, -1.535], [0.080, 1.339, 0.942], [0.993, -7.315, -0.948], [-2.956, -6.610, -0.012], [-0.708, -7.019, -0.661], [0.937, 11.059, 0.173], [-0.594, -7.821, 1.551], [-4.941, -5.400, 0.246], [4.274, 7.490, 2.595], [0.375, 10.793, 1.797], [-0.012, -5.104, -2.026], [-1.232, -0.968, -0.858], [1.123, -7.413, 1.730], [-1.814, -6.135, -2.069], [3.375, 9.818, 2.599], [-0.637, -0.699, 0.770], [-5.591, -6.937, -0.297]], "forces_ev_per_a": [[0.3, 0.1, -0.3], [0.0, 0.2, 0.2], [0.2, -0.1, 1.0], [-0.1, 0.2, -0.1], [0.1, 0.4, -0.1], [-0.3, -0.2, -0.8], [-0.3, 0.0, 0.0], [0.0, 0.1, 0.7], [0.2, 0.7, -0.3], [0.5, -0.2, -0.2], [-0.3, -0.5, 0.3], [-0.1, 0.2, -0.1], [0.0, -0.4, -0.2], [0.1, 0.5, 0.4], [0.6, -0.4, 0.4], [0.1, 0.0, -0.2], [-0.1, -0.4, -0.1], [0.6, -0.1, 0.0], [-0.2, -0.5, -0.4], [0.0, -0.1, 0.3], [0.0, -0.7, 0.1], [0.0, 0.4, 0.1], [-0.1, -0.6, 0.1], [-0.5, 0.1, -0.4], [0.0, 0.4, 0.0], [0.0, -0.2, -0.4], [-0.5, 0.2, 0.3], [0.6, -0.6, -0.5], [0.1, -0.2, 0.1], [0.0, -0.1, 0.0], [0.1, 0.1, 0.2], [0.0, -0.1, 0.1], [-0.1, 0.2, -0.1], [0.1, -0.1, 0.0], [0.1, -0.2, -0.1], [-0.1, -0.2, 0.1], [0.0, 0.2, 0.0], [-0.1, 0.2, -0.2], [-0.1, 0.1, -0.1], [0.0, 0.1, -0.2], [0.1, 0.1, -0.2], [-0.1, -0.2, -0.1], [0.2, 0.1, -0.2], [0.0, 0.0, 0.4], [-0.3, 0.2, 0.0], [0.2, -0.2, -0.2], [0.0, 0.3, 0.2], [0.1, 0.1, -0.2], [0.0, -0.3, 0.2], [-0.1, -0.1, -0.1], [0.1, 0.2, -0.2], [-0.1, 0.2, 0.2], [-0.1, 0.3, 0.0], [0.1, 0.0, 0.2], [-0.1, 0.2, 0.2], [-0.3, 0.0, -0.1], [-0.2, -0.1, 0.0], [0.1, 0.2, 0.1], [0.2, 0.2, -0.1], [0.1, 0.0, 0.1], [-0.3, 0.1, 0.1], [-0.1, 0.0, 0.1]], "smiles": "CCCCN(CCCCO[P@](=O)(O)OCc1cccc(C)c1)C(=S)SCCC", "e_tot_ha": -2275.9981, "molar_mass_g_mol": 447.60, "charge": 0, "e_lumo_ev": -0.237, "gap_ev": 7.94}


{"formula": "C20H35ClFN2O4", "method": "ωB97M-V/def2-TZVPD", "symbols": ["Cl", "F", "O", "O", "O", "O", "N", "N", "C", "C", "C", "C", "C", "C", "C", "C", "C", "C", "C", "C", "C", "C", "C", "C", "C", "C", "C", "C", "H", "H", "H", "H", "H", "H", "H", "H", "H", "H", "H", "H", "H", "H", "H", "H", "H", "H", "H", "H", "H", "H", "H", "H", "H", "H", "H", "H", "H", "H", "H", "H", "H", "H", "H"], "coordinates": [[-5.987, 1.375, -3.387], [-0.434, 0.504, -0.242], [1.495, -3.073, 0.903], [0.752, 0.642, 2.579], [2.531, 1.468, 1.491], [0.269, -1.881, 2.354], [-1.624, 1.070, -0.989], [-3.556, 1.968, -2.202], [4.791, -2.337, -1.807], [-2.837, 0.782, -0.164], [-1.434, -2.961, 3.582], [3.205, -0.921, 0.268], [-2.857, 0.918, -3.041], [-1.393, 2.538, -1.167], [4.134, -2.101, 0.630], [1.773, 0.528, 1.702], [1.934, -0.746, 1.055], [-4.006, 1.351, -0.893], [5.283, -2.250, -0.364], [-1.692, 0.356, -2.301], [1.228, -1.966, 1.415], [0.627, 2.005, 3.026], [3.855, -1.189, -2.162], [2.711, -1.078, -1.172], [-0.497, 2.035, 4.022], [-0.379, -3.151, 2.530], [-2.584, 3.067, -1.904], [-4.715, 2.578, -2.946], [4.238, -3.276, -1.921], [-4.489, 2.154, -0.322], [1.572, 2.352, 3.467], [-0.739, 0.532, -2.813], [-2.073, -2.108, 3.325], [-1.371, 1.501, 3.626], [5.878, -3.134, -0.119], [-2.680, 1.242, 0.820], [-4.357, 3.026, -3.887], [3.763, 0.016, 0.390], [-3.611, 0.155, -3.273], [-2.545, 1.417, -3.967], [-1.283, 2.975, -0.169], [4.404, -0.240, -2.167], [-2.295, 3.506, -2.870], [-2.045, -3.866, 3.652], [-3.125, 3.817, -1.309], [5.962, -1.396, -0.259], [5.635, -2.371, -2.504], [3.516, -3.007, 0.619], [-2.894, -0.306, -0.060], [-5.200, 3.341, -2.316], [3.432, -1.315, -3.159], [4.517, -1.968, 1.653], [-0.965, -2.772, 4.555], [2.054, -0.225, -1.397], [0.349, -3.920, 2.823], [-0.761, 3.075, 4.230], [-0.176, 1.552, 4.953], [-1.808, -0.707, -2.074], [-0.462, 2.651, -1.732], [-0.811, -3.449, 1.568], [0.417, 2.625, 2.145], [2.102, -1.992, -1.174], [-4.749, 0.586, -1.152]], "forces_ev_per_a": [[0.8, 0.6, 0.3], [2.9, -1.5, 1.6], [-0.8, 1.6, 0.5], [0.0, 0.9, 0.2], [-0.4, 0.1, 0.0], [-0.1, -0.5, -0.1], [-2.0, 1.0, -1.2], [-0.3, -0.2, -0.1], [-0.1, -0.2, 0.0], [1.8, -0.3, 0.2], [-0.1, 0.0, 0.3], [-0.3, 0.3, -0.3], [-1.3, 0.3, -1.1], [0.7, -1.4, 0.7], [-0.5, -0.2, 0.2], [0.6, -0.1, -0.3], [0.0, -0.6, 0.9], [-1.6, 0.4, -0.6], [0.2, 0.4, 0.1], [1.1, 0.0, 1.5], [0.7, -1.1, -0.9], [0.0, -0.3, 0.0], [-0.1, 0.2, -0.1], [0.2, -0.1, -0.2], [-0.1, 0.0, 0.2], [-0.2, -0.1, 0.1], [-0.8, 1.3, -0.7], [-1.0, -0.2, -0.5], [0.0, 0.0, -0.1], [0.0, -0.2, -0.2], [-0.3, -0.1, -0.2], [-0.2, -0.2, 0.2], [0.0, -0.2, 0.1], [0.1, 0.1, 0.2], [-0.1, 0.0, 0.0], [0.0, -0.2, -0.2], [0.0, -0.2, 0.5], [-0.1, -0.2, -0.3], [0.2, 0.3, 0.0], [-0.2, -0.1, 0.2], [0.1, -0.1, -0.2], [0.1, 0.0, 0.0], [-0.2, 0.0, 0.3], [0.0, 0.2, 0.1], [0.1, -0.2, -0.3], [0.0, 0.1, -0.1], [-0.1, 0.0, 0.1], [0.4, 0.2, 0.1], [0.1, 0.2, 0.1], [0.4, -0.4, -0.2], [0.2, -0.1, -0.2], [0.0, 0.0, -0.2], [-0.2, 0.0, -0.2], [0.1, -0.1, -0.1], [-0.2, 0.3, -0.1], [-0.1, -0.1, 0.1], [-0.3, 0.1, -0.2], [0.2, 0.2, -0.1], [-0.1, 0.0, 0.2], [0.1, -0.1, 0.2], [0.1, 0.1, 0.1], [0.0, 0.1, -0.2], [0.1, 0.3, 0.1]], "e_tot_ha": -1753.1338, "molar_mass_g_mol": 421.96, "relative_energy_kj_mol": 463.5, "charge": 1, "e_lumo_ev": -4.340, "gap_ev": 4.14}